# 1
C5H5N3O3 | ωB97M-V/def2-TZVPD

Calculated values
Energy above the lowest of the compared OMol25 structures with the same formula, charge and spin ... 595.8 kJ/mol
Max |F| ... 5.24 eV Å⁻¹
Frontier orbital gap (alpha / beta) ... 9.194 / 9.193 eV
HOMO energy (alpha / beta) ... -9.5 / -9.5 eV
Calculated total energy ... -583.28435 Eh
LUMO (alpha / beta) ... -0.259 / -0.260 eV

The geometry in XYZ format:
```
16
Properties=species:S:1:pos:R:3:nbo_charge:R:1
C 0.01 0.16 -1.54 -0.287
C -1.98 -0.59 0.09 0.090
C -0.30 1.11 -0.59 0.263
C -1.42 0.71 0.22 -0.110
C -0.60 -0.96 -1.32 0.460
N -1.50 -1.56 -0.70 -0.470
N 0.18 2.35 -0.51 -0.754
N -2.08 1.55 1.09 0.536
O 1.50 -0.02 1.17 -0.934
O -3.14 1.24 1.51 -0.377
O -1.55 2.57 1.44 -0.422
H 2.44 -0.08 0.87 0.471
H -2.79 -1.00 0.65 0.239
H 1.51 -0.80 1.71 0.470
H 1.06 2.49 -1.04 0.389
H 0.27 2.87 0.38 0.434
```



# 2
C8H18NO | ωB97M-V/def2-TZVPD

Calculated values
Energy above the lowest of the compared OMol25 structures with the same formula, charge and spin ... 149.7 kJ/mol
Max |F| ... 4.32 eV Å⁻¹
Frontier orbital gap ... 11.496 eV
HOMO energy ... -14.3 eV
Calculated total energy ... -445.29105 Eh
Charge ... +1
LUMO ... -2.832 eV
SMILES ... C[N@@H+]1COC(C)(C)C1(C)C

The geometry in XYZ format:
```
28
Properties=species:S:1:pos:R:3:nbo_charge:R:1
C -0.37 1.97 0.22 0.113
C -0.26 -0.46 -0.03 0.144
C 1.16 0.27 -0.06 0.294
C -0.31 -1.59 1.06 -0.674
C -0.52 -1.03 -1.37 -0.697
C 1.61 0.36 1.45 -0.671
C 2.22 -0.18 -1.01 -0.671
C -2.47 0.53 -0.25 -0.448
N -1.19 0.67 0.43 -0.400
O 0.67 1.52 -0.59 -0.519
H -1.03 2.59 -0.41 0.230
H 0.04 2.26 1.12 0.201
H -1.14 -2.32 0.89 0.248
H -0.24 -1.12 2.08 0.227
H 0.57 -2.38 0.85 0.260
H 0.39 -1.61 -1.66 0.263
H -0.80 -0.39 -2.25 0.252
H -1.30 -1.79 -1.50 0.236
H 2.36 1.17 1.28 0.241
H 2.20 -0.55 1.68 0.270
H 0.66 0.76 1.89 0.188
H 3.02 0.55 -0.71 0.245
H 1.99 0.01 -2.09 0.253
H 2.58 -1.27 -0.93 0.246
H -2.50 0.78 -1.32 0.247
H -2.85 -0.50 -0.38 0.258
H -3.10 1.28 0.24 0.236
H -1.39 0.50 1.38 0.428
```



# 3
C9H17N5 | ωB97M-V/def2-TZVPD

Calculated values
Energy above the lowest of the compared OMol25 structures with the same formula, charge and spin ... 567.9 kJ/mol
Max |F| ... 5.52 eV Å⁻¹
Frontier orbital gap ... 7.288 eV
HOMO energy ... -15.7 eV
Calculated total energy ... -626.07605 Eh
Charge ... +2
LUMO ... -8.392 eV

The geometry in XYZ format:
```
31
Properties=species:S:1:pos:R:3:nbo_charge:R:1
C 2.33 -0.61 1.59 0.382
C -0.55 0.51 0.07 0.472
C 3.59 0.30 -0.24 0.208
C -2.98 1.01 0.28 0.277
C -1.57 1.35 0.00 -0.161
C -1.14 2.73 -0.58 -0.570
C 0.75 -2.34 -1.14 -0.633
C -4.69 -0.69 0.87 -0.480
C 0.92 -0.79 -1.20 -0.321
N 1.10 -0.49 1.23 -0.360
N -3.41 -0.18 0.50 -0.367
N 3.49 -0.15 1.07 -0.627
N 4.80 0.67 -0.50 -0.717
N 0.51 -0.17 0.08 -0.089
H 2.58 -1.16 2.60 0.239
H -3.80 1.73 0.44 0.257
H -1.72 2.95 -1.58 0.266
H -1.45 3.45 0.19 0.253
H -0.14 2.62 -0.63 0.225
H -0.20 -2.73 -1.26 0.226
H 1.20 -2.89 -1.88 0.261
H 1.28 -2.65 -0.29 0.220
H -5.56 0.11 0.68 0.258
H -4.82 -0.91 2.00 0.287
H -5.04 -1.43 0.18 0.268
H 0.41 -0.60 -2.11 0.255
H 2.01 -0.28 -1.24 0.292
H 4.15 -0.22 1.83 0.413
H 4.93 1.12 -1.43 0.436
H 5.66 0.56 0.15 0.412
H -2.65 -0.82 0.30 0.418
```



What is the formula in the second record? C8H18NO



Copy entry 3 word for word.
C9H17N5 | ωB97M-V/def2-TZVPD

Calculated values
Energy above the lowest of the compared OMol25 structures with the same formula, charge and spin ... 567.9 kJ/mol
Max |F| ... 5.52 eV Å⁻¹
Frontier orbital gap ... 7.288 eV
HOMO energy ... -15.7 eV
Calculated total energy ... -626.07605 Eh
Charge ... +2
LUMO ... -8.392 eV

The geometry in XYZ format:
```
31
Properties=species:S:1:pos:R:3:nbo_charge:R:1
C 2.33 -0.61 1.59 0.382
C -0.55 0.51 0.07 0.472
C 3.59 0.30 -0.24 0.208
C -2.98 1.01 0.28 0.277
C -1.57 1.35 0.00 -0.161
C -1.14 2.73 -0.58 -0.570
C 0.75 -2.34 -1.14 -0.633
C -4.69 -0.69 0.87 -0.480
C 0.92 -0.79 -1.20 -0.321
N 1.10 -0.49 1.23 -0.360
N -3.41 -0.18 0.50 -0.367
N 3.49 -0.15 1.07 -0.627
N 4.80 0.67 -0.50 -0.717
N 0.51 -0.17 0.08 -0.089
H 2.58 -1.16 2.60 0.239
H -3.80 1.73 0.44 0.257
H -1.72 2.95 -1.58 0.266
H -1.45 3.45 0.19 0.253
H -0.14 2.62 -0.63 0.225
H -0.20 -2.73 -1.26 0.226
H 1.20 -2.89 -1.88 0.261
H 1.28 -2.65 -0.29 0.220
H -5.56 0.11 0.68 0.258
H -4.82 -0.91 2.00 0.287
H -5.04 -1.43 0.18 0.268
H 0.41 -0.60 -2.11 0.255
H 2.01 -0.28 -1.24 0.292
H 4.15 -0.22 1.83 0.413
H 4.93 1.12 -1.43 0.436
H 5.66 0.56 0.15 0.412
H -2.65 -0.82 0.30 0.418
```



Which value of energy above the lowest of the compared OMol25 structures with the same formula, charge and spin does entry 1 give? 595.8 kJ/mol



The highest calculated total energy belongs to which entry? C8H18NO